{"formula": "C18H40NO28S8", "method": "ωB97M-V/def2-TZVPD", "species": ["C", "C", "C", "C", "N", "S", "H", "H", "H", "H", "H", "H", "H", "H", "H", "H", "H", "H", "C", "C", "O", "S", "O", "O", "O", "H", "H", "H", "H", "C", "C", "O", "S", "O", "O", "O", "H", "H", "H", "H", "C", "C", "O", "S", "O", "O", "O", "H", "H", "H", "H", "C", "C", "O", "S", "O", "O", "O", "H", "H", "H", "H", "C", "C", "O", "S", "O", "O", "O", "H", "H", "H", "H", "C", "C", "O", "S", "O", "O", "O", "H", "H", "H", "H", "C", "C", "O", "S", "O", "O", "O", "H", "H", "H", "H"], "coordinates": [[5.987765, -2.567637, -0.905423], [5.124001, -1.391737, -0.293309], [3.656324, -1.837577, 0.056860], [2.725499, -1.143088, -0.965880], [1.275646, -1.473601, -0.808749], [0.967937, -3.150835, -0.836719], [6.793358, -2.783898, -0.188911], [5.332374, -3.428929, -1.098625], [6.469000, -2.209293, -1.826730], [5.619355, -0.920895, 0.570641], [5.100653, -0.602270, -1.071386], [3.418528, -1.537244, 1.094557], [3.635416, -2.940020, 0.024658], [3.064243, -1.383867, -1.992398], [2.820357, -0.061376, -0.787884], [0.810059, -1.095962, -1.637721], [0.936727, -3.500931, 0.502195], [1.987902, -3.822554, -1.469705], [0.512421, -0.265677, 4.460516], [1.957528, -0.339320, 4.006201], [2.350487, -1.697567, 4.266218], [1.077781, -2.663487, 4.074215], [1.133412, -3.231057, 2.756615], [0.935528, -3.470339, 5.238609], [-0.059173, -1.526156, 4.075065], [0.439461, -0.174879, 5.545854], [-0.026813, 0.553675, 3.991570], [2.600373, 0.352788, 4.543295], [2.044992, -0.157425, 2.931807], [-3.924081, -1.755847, -1.781035], [-2.425044, -1.519707, -1.821864], [-2.239547, -0.504482, -2.808110], [-3.517728, 0.488221, -2.796722], [-3.186448, 1.628238, -2.006334], [-4.016563, 0.594481, -4.127655], [-4.503213, -0.457171, -1.936262], [-4.249850, -2.380528, -2.615687], [-4.247819, -2.205011, -0.844679], [-1.868755, -2.415682, -2.091689], [-2.058510, -1.134982, -0.864708], [0.193934, 4.032088, -1.129745], [-0.290200, 2.643752, -0.772251], [0.907583, 1.845366, -0.711972], [2.130483, 2.766433, -0.192402], [2.294540, 2.541355, 1.210589], [3.212149, 2.630528, -1.114814], [1.428904, 4.196711, -0.402189], [0.411336, 4.113847, -2.184498], [-0.518754, 4.801937, -0.844436], [-0.980088, 2.244064, -1.505789], [-0.759201, 2.629418, 0.215182], [2.593293, -5.670196, 1.660139], [2.994302, -6.988565, 2.293194], [3.886144, -7.588173, 1.346044], [4.712259, -6.431645, 0.578791], [5.982449, -6.276484, 1.204677], [4.565580, -6.626044, -0.827123], [3.777108, -5.185142, 1.021264], [1.827036, -5.821251, 0.890545], [2.236200, -4.948674, 2.390006], [2.142733, -7.638136, 2.480091], [3.541400, -6.828915, 3.225071], [-4.375227, -4.306077, 6.161939], [-2.876934, -4.064881, 6.142406], [-2.685795, -3.051225, 5.149069], [-3.967702, -2.068980, 5.135351], [-3.662908, -0.914647, 5.916350], [-4.447526, -1.981317, 3.794395], [-4.961621, -3.011852, 5.988054], [-4.686315, -4.938062, 5.326850], [-4.710616, -4.749682, 7.096429], [-2.312914, -4.958887, 5.888138], [-2.525853, -3.673885, 7.100160], [-2.806652, 2.987905, -6.279735], [-2.418736, 4.426195, -6.569728], [-1.523967, 4.783341, -5.507916], [-0.686454, 3.479335, -5.059473], [0.581778, 3.503300, -5.710530], [-0.817962, 3.319579, -3.644833], [-1.608094, 2.374984, -5.788216], [-3.566401, 2.930099, -5.497727], [-3.160151, 2.467562, -7.166565], [-3.276811, 5.093369, -6.584851], [-1.876228, 4.509042, -7.514432], [-1.635113, 8.657433, -2.395023], [-3.123920, 8.913853, -2.251070], [-3.591995, 7.867929, -1.392946], [-2.428544, 7.481699, -0.342723], [-2.672582, 8.165553, 0.883653], [-2.221299, 6.069728, -0.401469], [-1.208543, 8.218207, -1.101357], [-1.438243, 7.856320, -3.111794], [-1.087781, 9.549786, -2.689599], [-3.645369, 8.885375, -3.204579], [-3.316322, 9.870243, -1.759329]], "atomic_forces_ev_per_a": [[-0.182, 1.271, 0.722], [0.075, -0.265, -0.751], [0.607, 0.629, -0.062], [0.915, -0.178, 0.879], [0.631, -1.191, -0.498], [-1.275, 0.870, -0.196], [-0.356, -0.487, -0.357], [0.574, 0.064, -0.021], [-0.218, -0.396, 0.207], [-0.240, -0.388, -0.260], [-0.230, -0.208, 0.514], [-0.162, -0.093, -0.510], [-0.211, 0.406, -0.042], [-0.170, 0.175, 0.381], [-0.225, -0.328, -0.337], [-0.369, -0.039, 0.295], [0.956, 0.132, -0.617], [0.049, 0.216, 0.921], [0.248, 0.387, 0.519], [-0.223, 0.400, -0.533], [-0.630, -0.641, 0.122], [-0.141, 1.396, 0.853], [-0.256, -0.091, 0.165], [0.195, -0.102, -0.908], [0.613, -0.664, -0.474], [-0.017, -0.002, -0.038], [-0.123, -0.208, -0.115], [0.104, -0.242, 0.095], [0.008, 0.080, 0.050], [0.014, -0.461, -0.256], [-0.019, 0.067, 0.568], [-0.396, 0.015, -0.262], [-0.178, -0.050, 0.138], [-0.327, -0.380, -0.496], [0.372, 0.171, 0.585], [0.633, 0.402, -0.127], [0.035, -0.007, 0.024], [-0.110, 0.243, 0.031], [-0.028, 0.091, -0.248], [-0.054, -0.061, 0.041], [-0.225, 0.056, -0.287], [-0.431, 0.385, 0.424], [0.650, 0.172, -0.111], [-0.695, 0.791, -0.248], [0.268, -0.075, -0.518], [-0.260, -0.333, 0.610], [0.399, -0.968, 0.559], [0.124, -0.009, -0.017], [0.216, -0.014, 0.196], [0.187, -0.123, -0.091], [0.016, 0.016, -0.031], [-0.375, -0.228, 0.082], [0.136, 0.219, 0.391], [0.008, 0.533, -0.581], [0.254, -0.394, 0.239], [-0.599, 0.061, -0.539], [0.136, 0.105, 0.573], [0.235, -0.273, 0.079], [-0.030, -0.117, 0.031], [0.247, -0.035, -0.139], [0.121, -0.144, -0.194], [-0.067, 0.036, -0.001], [0.080, -0.442, -0.284], [-0.021, 0.028, 0.600], [-0.540, 0.055, -0.301], [-0.028, -0.171, 0.265], [-0.262, -0.381, -0.551], [0.358, 0.164, 0.499], [0.564, 0.432, -0.112], [0.016, -0.011, 0.036], [-0.106, 0.225, 0.021], [0.050, 0.139, -0.211], [-0.011, -0.063, -0.003], [-0.577, 0.233, 0.221], [0.073, -0.203, -0.606], [0.091, -0.561, 0.555], [-0.359, -0.034, -0.720], [-0.440, -0.147, 0.650], [0.127, 0.079, -0.859], [0.538, 0.510, 0.118], [0.008, -0.024, -0.040], [0.220, -0.127, 0.039], [0.110, 0.083, 0.234], [-0.046, 0.002, 0.012], [-0.099, -0.202, -0.506], [0.127, 0.567, 0.099], [0.582, -0.471, 0.132], [-0.122, 0.508, -0.084], [0.256, -0.592, -0.465], [-0.239, 0.509, 0.204], [-0.545, -0.087, 0.356], [-0.014, 0.037, -0.010], [0.086, -0.026, 0.232], [-0.100, -0.221, 0.106], [0.022, 0.000, -0.056]], "mulliken_charge": [-0.955, -0.652, 1.115, -0.710, 0.129, 0.027, 0.283, 0.179, 0.321, 0.463, 0.290, -0.193, -0.465, 0.400, -0.066, 0.290, 0.305, 0.284, -0.410, 0.017, -0.355, 0.985, -0.467, -0.612, -0.214, 0.302, 0.357, 0.360, -0.032, -0.470, -0.115, -0.270, 1.109, -0.497, -0.554, -0.346, 0.321, 0.339, 0.273, 0.180, 0.218, 0.079, -0.101, 1.012, -0.569, -0.577, -0.345, 0.276, 0.011, -0.076, 0.279, 0.218, -0.428, -0.314, 1.082, -0.529, -0.569, -0.161, 0.111, -0.074, 0.346, 0.349, -0.371, -0.349, -0.175, 1.079, -0.549, -0.532, -0.311, 0.286, 0.316, 0.315, 0.290, -0.269, -0.394, -0.325, 0.958, -0.620, -0.365, -0.312, 0.189, 0.371, 0.330, 0.315, -0.153, -0.366, -0.314, 1.025, -0.571, -0.467, -0.311, 0.161, 0.310, 0.316, 0.305], "total_charge": 1, "homo_lumo_gap_ev": 9.268}

***

{"formula": "C12H16N3", "method": "ωB97M-V/def2-TZVPD", "species": ["C", "C", "C", "C", "C", "C", "C", "C", "C", "C", "C", "C", "N", "N", "N", "H", "H", "H", "H", "H", "H", "H", "H", "H", "H", "H", "H", "H", "H", "H", "H"], "coordinates": [[3.742714, -0.920516, -0.387185], [2.787939, -0.927279, -1.325487], [3.677537, -0.222398, 0.798402], [1.582374, -0.284628, -1.119876], [2.475738, 0.325947, 1.076348], [-3.141142, 0.823234, -0.360493], [1.486581, 0.405604, 0.077216], [-2.799629, -0.477884, -0.073436], [-1.022705, 0.758109, 0.100877], [-3.653622, -1.717778, 0.192985], [-0.560250, -1.528022, 0.782259], [0.660811, 2.592110, -0.019787], [-1.469507, -0.455830, 0.198971], [-2.005692, 1.600862, -0.289075], [0.335415, 1.238244, 0.351583], [4.641780, -1.515736, -0.738768], [2.948035, -1.293284, -2.303388], [4.632593, -0.142593, 1.253831], [0.777874, -0.337080, -1.759644], [2.180064, 0.660540, 2.061909], [-4.095015, 1.214023, -0.771674], [-4.707538, -1.487132, 0.009931], [-3.602511, -2.551246, -0.630697], [-3.618331, -2.083809, 1.232116], [0.358598, -1.447880, 0.178502], [-0.524058, -1.140113, 1.766309], [-1.200284, -2.523903, 0.732852], [0.724530, 2.771823, -1.068979], [-0.127030, 3.280012, 0.296842], [1.606769, 2.771197, 0.390560], [-2.092030, 2.615401, -0.652993]], "atomic_forces_ev_per_a": [[3.309, -1.429, -1.205], [-2.082, 0.295, -1.164], [0.752, -1.158, -1.329], [1.827, 1.031, 2.144], [-1.768, 1.184, 0.411], [-1.581, -1.133, -0.864], [-0.521, -0.860, 0.421], [-2.415, -0.141, 0.281], [4.469, 4.275, -0.723], [-0.751, -0.593, -2.091], [-3.113, -0.923, -1.602], [-2.050, 0.544, -0.049], [1.638, -1.423, 0.608], [-1.054, 1.055, -0.731], [-2.599, -2.003, -0.163], [-0.678, 1.130, 1.051], [0.327, -0.998, -0.673], [0.121, 0.058, 1.530], [-1.482, 0.182, -1.720], [0.349, 0.638, -0.006], [0.908, -0.330, 0.698], [0.095, 0.603, 0.335], [0.841, 1.263, 1.789], [0.406, -0.017, -0.591], [-0.591, -0.953, 0.891], [0.942, -0.462, 1.304], [1.822, 2.028, 0.057], [0.209, -0.327, -1.209], [0.399, 0.107, 0.638], [1.110, 0.808, 0.799], [1.159, -2.450, 1.163]], "mulliken_charge": [-0.190, -0.724, -0.773, 0.274, -0.245, -0.586, -0.912, 0.724, 0.337, -1.419, -0.701, -1.141, 0.136, -0.143, 0.303, 0.281, 0.428, 0.449, 0.585, 0.462, 0.362, 0.377, 0.319, 0.351, 0.116, 0.433, 0.341, 0.425, 0.408, 0.390, 0.333], "total_charge": 1, "smiles": "Cc1c[nH]/c(=[N+](\\C)c2ccccc2)n1C", "homo_lumo_gap_ev": 9.574, "relative_energy_ev": 2.072}

***

{"formula": "C9H17N4", "method": "ωB97M-V/def2-TZVPD", "species": ["C", "C", "C", "C", "C", "C", "C", "C", "C", "N", "N", "N", "N", "H", "H", "H", "H", "H", "H", "H", "H", "H", "H", "H", "H", "H", "H", "H", "H", "H"], "coordinates": [[0.627993, 2.445161, 1.370835], [1.913990, -1.206432, 1.907345], [-2.378474, -0.424604, -0.036377], [-1.618218, 0.832940, 0.368847], [-1.581565, -1.649508, 0.391424], [-0.076926, 0.881724, -1.730662], [1.719048, -0.439947, -0.981108], [-0.205266, 0.830775, -0.196359], [0.572851, -0.500638, 0.086014], [0.663417, 1.914529, 0.234405], [0.972658, -0.508955, 1.466223], [-0.274921, -1.623213, -0.260819], [1.394113, 0.754592, -1.797197], [1.353153, 3.219820, 1.577227], [-0.065928, 2.194808, 2.166839], [2.090365, -1.192158, 2.972349], [2.575373, -1.835051, 1.304819], [-3.350235, -0.434834, 0.454496], [-2.544370, -0.448006, -1.113234], [-2.136423, 1.733233, 0.035487], [-1.550136, 0.853382, 1.456942], [-1.495038, -1.671065, 1.486100], [-2.081248, -2.561365, 0.063164], [-0.568460, 0.032358, -2.201144], [-0.413111, 1.824299, -2.158943], [2.702721, -0.331552, -0.524914], [1.688250, -1.336539, -1.600622], [0.216755, -2.491093, -0.067435], [1.807860, 0.755491, -2.729740], [1.658347, 1.585057, -1.194696]], "atomic_forces_ev_per_a": [[-0.042, 0.130, 0.304], [0.260, -0.160, -0.040], [0.148, -0.119, 0.239], [0.126, -0.063, -0.232], [-0.254, 0.052, 0.029], [-0.784, 0.078, 0.199], [0.197, -0.684, 0.667], [-0.234, -0.252, 0.035], [0.231, 0.074, -0.580], [0.150, 0.128, -0.221], [-0.497, 0.345, 0.421], [0.024, -0.104, -0.076], [0.294, 0.206, -0.349], [0.101, 0.158, 0.095], [-0.163, -0.134, -0.020], [0.145, -0.073, 0.233], [0.026, -0.044, -0.144], [-0.056, 0.015, -0.051], [-0.079, -0.047, -0.061], [0.000, 0.071, 0.077], [0.003, 0.079, 0.034], [-0.073, -0.035, -0.050], [0.001, 0.030, 0.084], [0.146, 0.058, -0.041], [0.141, -0.001, -0.025], [-0.032, 0.117, -0.159], [0.055, 0.183, -0.040], [0.047, 0.084, -0.100], [-0.073, 0.054, 0.168], [0.191, -0.147, -0.396]], "mulliken_charge": [-0.376, -0.368, -0.658, -1.303, -0.577, -0.979, -1.257, 0.999, 0.767, -0.641, -0.441, -0.295, -0.030, 0.309, 0.247, 0.306, 0.257, 0.411, 0.331, 0.347, 0.376, 0.311, 0.430, 0.504, 0.351, 0.463, 0.353, 0.373, 0.318, 0.473], "total_charge": 1, "smiles": "C=N[C@]12CCCN[C@@]1(N=C)C[NH2+]C2", "homo_lumo_gap_ev": 9.984, "relative_energy_ev": 0.026}

***

The records above give, respectively, E_HOMO values of -12.797, -12.059, -12.617 eV.
The records above give, respectively, LUMO energy values of -3.529, -2.485, -2.633 eV.